Model w:
Formula: C6H6N2
Source: the OMol25 dataset
Level of theory: the ωB97M-V functional and the def2-TZVPD basis

Output
- molecular weight (g mol⁻¹) = 106.128
- highest occupied orbital energy (eV) = -9.3

The geometry in XYZ format:
```
14
C6H6N2 (the ωB97M-V functional and the def2-TZVPD basis)
N -1.351 1.083 -0.696
N -0.640 1.621 -1.701
C 0.215 -1.034 1.226
C 1.320 0.148 -1.081
C 0.609 1.120 -1.900
C 0.445 -0.325 -0.078
C -1.251 -0.515 1.242
C -0.804 0.189 0.042
H 1.227 1.574 -2.653
H -1.948 -1.429 1.031
H 0.430 -2.109 1.522
H 0.824 -0.505 2.010
H 2.506 0.124 -1.086
H -1.582 0.058 2.123
```

Model x:
Formula: C6H6N2
Source: the OMol25 dataset
Level of theory: the ωB97M-V functional and the def2-TZVPD basis

Output
- structure (SMILES) = C#C[C@]12CN=CN1C2
- molecular weight (g mol⁻¹) = 106.128
- highest occupied orbital energy (eV) = -9.6

The geometry in XYZ format:
```
14
C6H6N2 (the ωB97M-V functional and the def2-TZVPD basis)
N -0.466 0.881 -0.617
N -1.755 -1.012 -0.403
C -1.620 0.130 -0.863
C -0.631 -1.161 0.843
C -0.158 1.485 0.719
C 0.353 0.205 0.591
C 2.888 -0.358 -0.632
C 1.780 -0.234 0.156
H -2.324 0.595 -1.478
H -1.045 -1.350 1.901
H -1.105 1.580 1.395
H -0.034 -2.191 0.701
H 4.027 -0.557 -0.883
H 0.356 2.441 0.623
```

Model y:
Formula: C6H6N2
Source: the OMol25 dataset
Level of theory: the ωB97M-V functional and the def2-TZVPD basis

Output
- structure (SMILES) = C#C[C@@H](C#N)N1CC1
- molecular weight (g mol⁻¹) = 106.128
- highest occupied orbital energy (eV) = -10.1

The geometry in XYZ format:
```
14
C6H6N2 (the ωB97M-V functional and the def2-TZVPD basis)
N 2.602 -1.127 0.281
N -0.786 -0.938 -0.416
C 0.195 2.563 0.259
C -1.352 -0.870 0.921
C 0.352 0.025 -0.558
C 1.666 -0.651 -0.178
C -2.055 -0.323 -0.328
C 0.213 1.398 -0.051
H -2.846 -0.952 -0.766
H -0.934 -0.080 1.581
H 0.454 0.119 -1.634
H -2.190 0.729 -0.382
H 0.451 3.572 0.464
H -1.761 -1.781 1.282
```

The energy of each structure relative to the most stable one, in kcal/mol, is as follows: model w 0.0; model x 92.1; model y 24.4.